Entry 1:
This record from the Open Molecules 2025 dataset describes a cluster of 10 separate species, C57H83F9N14O9S3 in total at a distorted geometry. The level of theory is the ωB97M-V functional and the def2-TZVPD basis.

E_LUMO, eV: -13.054
Orbital gap, eV: 6.077

```
! RIJCOSX wB97M-V def2-TZVPD def2/J DEFGRID3
* xyz 6 1
S 7.57 -9.82 24.55
S 8.10 -3.04 29.78
S 10.46 -4.34 19.86
F 7.69 -11.08 26.93
F 13.02 -3.71 20.29
F 9.11 -11.82 25.52
F 11.76 -1.90 20.18
F 8.77 -1.04 28.17
F 7.05 -12.41 25.36
F 12.14 -2.96 18.32
F 6.64 -1.09 28.83
F 7.25 -2.44 27.23
O 7.22 -10.25 23.19
O 10.90 -5.65 19.35
O 8.78 -4.16 29.11
O 9.00 -2.34 30.71
O 9.40 -3.79 18.97
O 6.53 -9.07 25.17
O 8.87 -9.10 24.54
O 10.04 -4.32 21.28
O 6.80 -3.44 30.34
N 3.89 -4.64 28.60
N 2.45 -13.04 28.85
N 11.26 -6.94 23.09
N 13.45 -5.50 32.06
N 3.47 -11.70 27.38
N 6.63 -6.00 33.73
N 8.98 -0.65 22.53
N 1.87 -4.14 29.42
N 16.28 -3.38 26.57
N 4.15 -6.87 21.84
N 8.66 -4.95 24.71
N 6.14 -6.78 20.75
N 8.92 -6.29 26.51
N 9.70 0.15 24.45
C 15.14 -3.77 27.21
C 2.79 -5.14 29.23
C 14.94 -5.44 31.80
C 4.60 -9.53 27.54
C 4.26 -10.68 26.67
C 4.76 -5.99 26.71
C 9.85 -5.29 26.60
C 3.70 -3.30 28.39
C 11.96 -3.10 19.64
C 10.00 -0.67 23.41
C 2.85 -12.76 26.70
C 7.84 -11.41 25.66
C 7.59 -6.03 34.70
C 1.90 -13.55 30.13
C 2.78 -6.64 22.14
C 17.07 -2.39 27.25
C 11.61 -7.35 24.38
C 0.48 -4.19 29.98
C 6.92 -5.95 32.46
C 4.97 -5.51 28.13
C 9.04 -0.49 20.04
C 14.35 -4.80 25.22
C 16.53 -3.66 25.28
C 8.25 -5.87 32.05
C 8.42 0.60 24.19
C 8.90 -5.97 34.31
C 10.50 0.48 25.59
C 14.19 -4.57 26.56
C 12.57 -6.63 25.12
C 8.18 -6.08 25.37
C 10.09 -7.61 22.50
C 8.09 -4.31 23.59
C 9.29 -5.71 32.98
C 13.31 -5.60 24.47
C 9.68 -4.50 25.52
C 4.83 -6.27 20.78
C 6.29 -7.69 21.82
C 8.00 0.11 23.02
C 11.67 -6.23 33.50
C 8.68 -7.30 27.52
C 13.03 -5.33 23.08
C 7.64 -1.82 28.33
C 15.58 -4.44 24.55
C 6.56 -3.98 23.75
C 5.21 -6.09 34.09
C 12.00 -6.01 22.46
C 7.24 -6.14 20.04
C 10.73 -5.56 32.69
C 1.82 -7.81 21.57
C 2.08 -13.53 27.59
C 3.34 -12.00 28.72
C 12.52 -4.76 31.36
C 5.06 -7.75 22.43
C 8.93 -1.41 21.32
C 11.17 -4.80 31.64
C 2.51 -2.97 28.97
C 12.97 -6.21 33.13
H 10.48 -4.29 30.99
H 7.30 -6.60 19.06
H 2.39 -5.74 21.66
H 12.76 -6.79 26.18
H 10.60 1.57 25.68
H 15.04 -3.47 28.25
H 15.81 -4.72 23.54
H 3.71 -9.07 27.98
H 4.72 -8.31 23.29
H 2.71 -6.49 23.21
H 6.10 -6.00 31.75
H 6.31 -3.64 24.76
H 2.57 -6.15 29.54
H 5.21 -9.83 28.40
H 7.07 0.12 22.48
H 5.88 -4.83 23.67
H 1.78 -14.63 30.20
H 9.95 -7.35 21.45
H 15.47 -6.38 31.96
H 13.30 -4.86 27.11
H 10.12 -8.66 22.80
H 7.33 -6.67 25.04
H 18.10 -2.35 26.88
H 11.55 0.26 25.37
H 4.78 -5.15 26.02
H 5.87 -4.89 28.08
H 16.57 -1.42 27.29
H 15.13 -5.10 30.78
H 9.34 -7.10 23.10
H 17.46 -3.25 24.91
H 8.42 -5.73 30.99
H 0.47 -3.48 30.80
H 3.83 -11.41 29.48
H 7.15 -5.05 20.07
H 13.74 -6.66 33.74
H 2.92 -12.81 25.63
H 8.30 -4.94 22.72
H 1.96 -2.05 29.15
H 11.44 -6.89 34.33
H 9.95 0.10 19.92
H 4.94 -5.97 35.14
H -0.26 -3.94 29.22
H 4.52 -5.52 33.47
H 1.96 -8.70 22.18
H 7.22 -6.15 35.70
H 8.17 0.16 20.05
H 9.81 -2.04 21.29
H 0.78 -7.51 21.69
H 5.17 -6.28 28.88
H 5.12 -11.21 26.24
H 5.05 -8.65 27.10
H 7.93 1.25 24.90
H 9.61 -7.81 27.77
H 4.90 -7.07 33.73
H 10.97 -1.12 23.27
H 8.02 -2.01 21.29
H 6.14 -3.21 23.10
H 11.82 -5.92 21.40
H 1.51 -14.43 27.42
H 8.93 -1.12 19.16
H 10.04 -3.50 25.32
H 1.94 -7.94 20.50
H 9.62 -6.22 35.08
H 3.73 -10.31 25.79
H 8.58 -3.34 23.47
H 10.92 -8.05 24.82
H 8.17 -6.22 20.60
H 3.85 -6.58 26.72
H 4.45 -2.64 27.98
H 8.43 -6.82 28.47
H 15.38 -4.67 32.44
H 7.94 -8.04 27.23
H 12.90 -4.21 30.52
H 13.42 -4.49 22.52
H 0.24 -5.12 30.49
H 5.53 -6.67 26.34
H 0.88 -13.17 30.20
H 7.23 -8.22 21.88
H 4.30 -5.58 20.14
H 2.50 -13.22 30.98
H 17.31 -2.79 28.23
H 10.52 -5.16 27.44
H 10.02 0.14 26.50
*
```

Results of the Mulliken charge analysis, in e, for atoms 1 through 99: S 1.03; S 1.16; S 1.24; F -0.23; F -0.25; F -0.20; F -0.18; F -0.26; F -0.18; F -0.17; F -0.18; F -0.15; O -0.72; O -0.70; O -0.55; O -0.60; O -0.71; O -0.61; O -0.50; O -0.33; O -0.66; N 0.57; N 0.10; N 0.26; N 0.16; N 0.32; N 0.13; N 0.40; N 0.07; N 0.09; N 0.47; N 1.48; N 0.28; N 1.39; N 0.21; C -0.62; C -0.24; C -0.70; C -0.44; C -0.27; C -0.48; C -1.48; C -0.12; C 0.52; C -0.27; C -0.41; C 0.41; C -0.54; C -0.79; C -0.58; C -1.02; C -1.07; C -0.81; C -0.45; C 0.03; C -1.38; C 0.69; C -0.30; C -0.25; C -0.76; C -0.92; C -0.83; C -0.43; C -0.56; C -1.30; C -1.14; C 0.88; C 1.28; C 1.26; C -1.08; C -0.32; C -0.94; C -0.22; C -0.78; C -0.32; C -1.07; C 0.43; C -0.76; C -0.95; C -0.93; C -1.27; C -0.55; C 1.14; C -1.06; C -0.48; C -0.09; C -0.92; C -1.11; C 0.32; C -0.45; C -0.81; C -0.69; H 0.67; H 0.40; H 0.38; H 0.81; H 0.42; H 0.52; H 0.62

***

Entry 2:
This record from the Open Molecules 2025 dataset describes a structure of composition C46H43F5N7O4STi at a distorted geometry. The level of theory is the ωB97M-V functional and the def2-TZVPD basis.

E_LUMO, eV: -3.345
ΔE to the lowest compared entry with this formula, charge and spin, kcal/mol: 32.7
Orbital gap, eV: 6.672

```
! RIJCOSX wB97M-V def2-TZVPD def2/J DEFGRID3
* xyz 1 1
Ti -0.65 0.57 1.77
S 1.37 2.40 3.76
F -0.35 -2.44 3.55
F -4.52 -2.87 5.43
F -1.92 -3.62 5.19
F -3.93 0.29 2.16
F -5.48 -0.89 3.84
O 0.43 2.02 2.59
O 0.91 -0.63 2.20
O 5.57 -5.73 -7.91
O 1.00 -0.11 4.36
N -0.93 -1.06 0.22
N 1.68 -3.35 -3.31
N 3.17 -1.71 -3.44
N -3.78 0.55 -0.58
N 0.98 0.83 0.14
N -1.69 1.93 0.85
N -2.39 2.42 3.66
C -3.32 -0.53 2.99
C -1.78 3.25 1.40
C -1.61 5.69 1.15
C 1.30 -2.41 -2.38
C -0.60 2.25 -2.74
C 2.16 -0.27 -1.63
C -4.67 1.62 -0.12
C 3.53 -3.62 -4.98
C -1.76 2.31 4.97
C -0.79 -3.35 -1.35
C 3.03 -4.81 -5.53
C 2.23 -1.42 -2.49
C -1.86 -1.99 0.28
C -1.48 1.38 -3.37
C -3.71 -2.22 4.62
C 6.83 -5.26 -8.38
C -1.94 -0.75 2.91
C -0.73 2.47 -1.38
C 3.11 0.76 -1.65
C -4.53 -0.51 -1.22
C -1.94 3.48 2.80
C -1.56 -1.88 3.65
C -2.66 1.05 -1.28
C 1.11 -0.20 -0.71
C -1.83 -3.16 -0.48
C -1.86 4.76 3.32
C -2.39 -2.58 4.50
C 4.95 -4.99 -6.96
C 1.62 4.15 3.46
C -4.18 -1.20 3.83
C 4.74 -3.13 -5.46
C 2.82 -2.88 -3.93
C 1.38 -0.77 3.40
C 0.10 -1.23 -0.65
C 1.89 1.79 0.12
C 2.97 1.79 -0.76
C -3.83 2.67 3.89
C 0.20 -2.36 -1.48
C 3.02 1.91 3.24
C 3.73 -5.49 -6.51
C -2.51 0.80 -2.65
C 5.45 -3.80 -6.44
C -1.64 5.87 2.52
C -1.70 1.83 -0.61
C -1.70 4.41 0.62
C 2.45 -1.81 3.60
H 0.72 4.68 3.77
H 7.17 -6.00 -9.10
H 2.08 -5.22 -5.20
H 3.60 1.73 4.15
H -4.11 2.36 0.45
H -4.26 1.84 4.46
H 7.55 -5.19 -7.57
H 1.81 4.33 2.40
H -2.69 -1.81 0.95
H 3.35 -6.41 -6.94
H 2.94 0.99 2.66
H 1.74 2.60 0.81
H -0.04 3.14 -0.90
H -2.28 1.53 5.52
H 3.35 -1.34 4.00
H -5.16 2.11 -0.96
H -0.74 -4.25 -1.95
H 2.68 -2.33 2.67
H -5.15 -1.01 -0.47
H -5.20 -0.15 -2.02
H -3.97 3.59 4.47
H -0.72 2.00 4.90
H 3.68 2.61 -0.73
H -1.39 1.18 -4.44
H -2.61 -3.89 -0.36
H 0.17 2.76 -3.30
H -4.36 2.77 2.95
H 5.12 -2.21 -5.04
H -1.53 6.54 0.49
H 3.92 0.71 -2.37
H 2.10 -2.53 4.34
H -5.43 1.19 0.53
H -1.73 4.32 -0.46
H 1.24 -4.23 -3.50
H -3.86 -1.26 -1.65
H 6.73 -4.29 -8.88
H 3.48 2.69 2.64
H -1.83 3.23 5.57
H 6.39 -3.39 -6.80
H -3.23 0.18 -3.16
H -1.55 6.86 2.96
H 2.47 4.46 4.07
H -1.99 4.90 4.39
*
```

Results of the Mulliken charge analysis, in e, for atoms 1 through 99: Ti 0.54; S 0.50; F -0.37; F -0.31; F -0.33; F -0.10; F -0.34; O -1.03; O -0.50; O -0.46; O -0.61; N 1.32; N -0.09; N -0.85; N 1.11; N 1.08; N 2.13; N 1.13; C -0.91; C 0.60; C -1.15; C -0.23; C -1.33; C 0.13; C -0.99; C 0.23; C -0.97; C -0.63; C -0.48; C 0.99; C -0.51; C -1.19; C 0.55; C -0.85; C 1.49; C -0.29; C -0.70; C -1.56; C -0.36; C -0.06; C -0.98; C -0.22; C -1.68; C -0.86; C 0.24; C 0.97; C -0.97; C 0.35; C -0.82; C 0.28; C 0.78; C -0.31; C -0.56; C -1.72; C -1.36; C 0.76; C -0.52; C -0.74; C 0.11; C -0.47; C -0.91; C -0.48; C -0.60; C -1.58; H 0.21; H 0.24; H 0.23; H 0.47; H 0.02; H 0.47; H 0.35; H 0.27; H 0.43; H 0.43; H -0.02; H 0.84; H 0.97; H 0.27; H 0.38; H 0.36; H 0.49; H 0.26; H 0.19; H 0.42; H 0.48; H 0.25; H 0.55; H 0.47; H 0.61; H 0.46; H 0.23; H 0.45; H 0.45; H 0.62; H 0.40; H 0.42; H 0.77; H 0.19; H 0.53

***

Entry 3:
This record from the Open Molecules 2025 dataset describes the molecule C3H4S at a distorted geometry. The level of theory is the ωB97M-V functional and the def2-TZVPD basis.

E_LUMO, eV: -0.837
ΔE to the lowest compared entry with this formula, charge and spin, kcal/mol: 2.7
SMILES string: C=CC=S
Orbital gap, eV: 7.978

```
! RIJCOSX wB97M-V def2-TZVPD def2/J DEFGRID3
* xyz 0 1
S -0.48 0.49 -1.22
C 0.80 0.43 1.62
C 0.41 -0.69 1.07
C -0.22 -0.78 -0.25
H 1.15 0.49 2.65
H 0.32 -1.65 1.69
H -0.45 -1.82 -0.54
H 0.80 1.36 1.10
*
```

Want to see where the charge sits? The Mulliken charges in e are: S -0.24; C -0.60; C 0.02; C -0.15; H 0.24; H 0.21; H 0.28; H 0.25

***

Entry 4:
This record from the Open Molecules 2025 dataset describes the molecule C2HN5O at a distorted geometry. The level of theory is the ωB97M-V functional and the def2-TZVPD basis.

E_LUMO, eV: -1.416
ΔE to the lowest compared entry with this formula, charge and spin, kcal/mol: 67.2
SMILES string: O=c1nncnnn1
Orbital gap, eV: 8.742

```
! RIJCOSX wB97M-V def2-TZVPD def2/J DEFGRID3
* xyz 0 1
O 2.26 -0.08 0.63
N -0.42 1.52 -0.49
N -1.08 0.80 0.47
N -0.56 -1.20 -0.61
N 0.65 -0.96 -0.87
N 0.82 1.30 -0.70
C -1.14 -0.48 0.45
C 1.28 0.08 -0.01
H -1.81 -0.98 1.13
*
```

Want to see where the charge sits? The Mulliken charges in e are: O -0.42; N -0.13; N -0.08; N -0.16; N -0.13; N -0.14; C 0.07; C 0.59; H 0.39